No. 1
DFT (wB97M-V/def2-TZVPD) results for C4H9NO in the gas phase at a distorted geometry.

Output
total charge	0
SMILES string	CCCC(N)=O
gap between HOMO and LUMO	10.594	eV
energy relative to the best compared isomer or geometry (same formula, charge and spin)	36.49	kcal per mole
lowest unoccupied orbital energy	0.934	eV

XYZ file:
```
15
Properties=species:S:1:pos:R:3:forces:R:3
C -2.252003 0.233498 -0.030573 -0.053 0.233 -0.030
C -0.861127 0.829196 -0.147697 0.978 -2.326 0.291
C 0.277216 -0.408296 0.056669 -4.431 4.153 -1.063
C 1.553302 0.268746 -0.111782 3.574 -4.601 1.848
N 2.493904 -0.963600 0.288831 -0.339 3.189 -0.311
O 1.941614 1.380685 -0.245372 -0.308 -0.148 -0.099
H -2.393631 -0.244461 0.938944 -0.019 -0.037 0.037
H -3.016918 1.003519 -0.133455 -0.089 -0.026 -0.016
H -2.420288 -0.516271 -0.803858 -0.055 -0.031 -0.021
H -0.687245 1.580857 0.623064 0.117 -0.069 -0.064
H -0.708639 1.290917 -1.123684 0.088 -0.027 0.065
H 0.098867 -1.141517 -0.726321 0.130 -0.202 0.148
H 0.117952 -0.792981 1.061339 0.376 -0.169 -0.217
H 3.426705 -0.674854 0.552156 0.136 -0.203 -0.445
H 2.430291 -1.845436 -0.198260 -0.104 0.265 -0.123
```
Forces are in eV/Å.

Löwdin population analysis, charges in e, atoms 1 to 6: -0.14, -0.21, -0.12, -0.45, 0.06, 0.12

No. 2
DFT (wB97M-V/def2-TZVPD) results for C4H9NO in the gas phase.

Output
total charge	0
SMILES string	NCCCC=O
gap between HOMO and LUMO	10.591	eV
energy relative to the best compared isomer or geometry (same formula, charge and spin)	27.77	kcal per mole
lowest unoccupied orbital energy	1.004	eV

XYZ file:
```
15
Properties=species:S:1:pos:R:3:forces:R:3
N 2.142729 1.249921 -0.070087 0.185 0.153 -0.070
C 1.362298 0.024075 -0.103473 -0.255 -0.013 -0.048
C -0.123280 0.362528 0.012645 0.218 -0.331 0.075
C -0.986858 -0.894842 0.104977 0.130 0.042 -0.244
C -2.436168 -0.558701 0.294250 0.272 0.099 0.198
O -3.350746 -1.058127 -0.296610 -0.226 -0.098 -0.163
H 3.134041 1.042680 -0.115985 -0.070 0.100 -0.041
H 1.911596 1.835703 -0.865991 0.106 -0.030 0.052
H 1.527923 -0.577158 -1.014404 -0.048 0.022 0.177
H 1.667052 -0.580971 0.755718 -0.073 -0.054 -0.072
H -0.265828 0.981833 0.899561 -0.007 0.081 -0.002
H -0.425874 0.949192 -0.857847 -0.024 0.085 -0.013
H -0.870105 -1.518904 -0.782873 -0.068 -0.058 0.057
H -0.677364 -1.478833 0.977311 0.014 -0.049 0.046
H -2.609417 0.221605 1.062807 -0.153 0.052 0.047
```
Forces are in eV/Å.

Löwdin population analysis, charges in e, atoms 1 to 6: -0.02, -0.32, -0.22, -0.18, -0.29, 0.06

No. 3
DFT (wB97M-V/def2-TZVPD) results for C4H9NO in the gas phase at a distorted geometry.

Output
total charge	0
SMILES string	CCCC(N)=O
gap between HOMO and LUMO	10.473	eV
energy relative to the best compared isomer or geometry (same formula, charge and spin)	34.50	kcal per mole
lowest unoccupied orbital energy	0.870	eV

XYZ file:
```
15
Properties=species:S:1:pos:R:3:forces:R:3
C 1.750547 -0.422001 -0.622822 0.278 0.059 0.190
C 0.529574 0.465473 -0.563893 0.209 0.331 1.054
C -0.039567 0.405602 1.065590 0.174 -0.090 -1.228
C -1.479342 0.459400 0.697556 -0.318 -0.021 -0.222
N -1.831641 -0.637420 -0.037625 -1.150 -0.383 0.569
O -2.181232 1.448538 0.782206 0.157 -0.214 0.020
H 2.281181 -0.430460 -1.581990 -0.122 0.224 0.161
H 1.443435 -1.460875 -0.424905 0.157 0.253 0.040
H 2.406422 -0.091143 0.177478 0.503 -0.297 -0.068
H 0.663507 1.522216 -0.783512 0.648 0.065 0.120
H -0.126576 0.121212 -1.408771 -0.115 0.293 1.623
H 0.287513 -0.542296 1.529518 -0.272 0.139 -0.545
H 0.176757 1.182899 1.845720 0.281 -0.174 -1.482
H -2.516192 -0.502671 -0.752774 -0.469 -0.315 0.041
H -1.364380 -1.518475 0.078229 0.038 0.130 -0.274
```
Forces are in eV/Å.

Löwdin population analysis, charges in e, atoms 1 to 6: -0.14, -0.20, -0.06, -0.61, 0.11, 0.05

No. 4
DFT (wB97M-V/def2-TZVPD) results for 2 unconnected molecules or ions with the total composition C4H9NO.

Output
total charge	0
SMILES string	[H]/N=C\C.CC=O
gap between HOMO and LUMO	10.482	eV
energy relative to the best compared isomer or geometry (same formula, charge and spin)	38.72	kcal per mole
lowest unoccupied orbital energy	1.076	eV

XYZ file:
```
15
Properties=species:S:1:pos:R:3:forces:R:3
H -0.440529 1.811667 -0.230851 0.004 -0.073 -0.035
N -0.242364 0.812012 -0.132905 -0.397 -0.020 0.046
C -1.308252 0.165305 0.108932 0.181 0.092 -0.029
C -2.690658 0.735233 0.238726 -0.022 0.070 -0.013
H -1.198353 -0.916933 0.241077 -0.050 0.136 0.010
H -3.399988 0.168392 -0.373554 0.098 0.061 0.087
H -2.714241 1.786086 -0.068520 -0.005 -0.150 0.066
H -3.030503 0.665521 1.278457 0.040 -0.033 -0.131
C 2.634577 -0.346788 0.013745 -0.010 0.015 0.090
C 1.492197 -1.253015 -0.354265 -0.001 -0.193 0.158
O 0.962398 -2.032466 0.406428 0.210 0.310 -0.316
H 2.513329 0.620702 -0.479514 0.033 -0.158 0.064
H 3.575517 -0.795788 -0.328454 -0.131 0.017 0.022
H 2.671615 -0.215977 1.097190 0.024 -0.030 -0.134
H 1.175259 -1.203946 -1.416496 0.025 -0.045 0.117
```
Forces are in eV/Å.

Löwdin population analysis, charges in e, atoms 1 to 6: 0.06, 0.09, -0.28, -0.08, 0.10, 0.07

No. 5
DFT (wB97M-V/def2-TZVPD) results for C4H9NO in the gas phase.

Output
total charge	0
SMILES string	CCCC(N)=O
gap between HOMO and LUMO	10.623	eV
energy relative to the best compared isomer or geometry (same formula, charge and spin)	28.06	kcal per mole
lowest unoccupied orbital energy	0.950	eV

XYZ file:
```
15
Properties=species:S:1:pos:R:3:forces:R:3
C -2.080362 0.680877 -0.493746 0.033 0.078 0.035
C -0.877106 -0.239525 -0.725628 0.037 -0.223 0.198
C 0.562411 0.313659 -0.595817 0.333 -0.269 0.642
C 1.187549 -0.480599 0.732851 -0.393 -0.390 -0.184
N 2.425642 -0.419491 1.344026 -0.015 0.206 -0.464
O 0.467537 -1.340046 1.218868 0.223 0.111 -0.015
H -2.931036 0.059315 -0.184602 0.133 0.180 -0.074
H -2.415059 1.258930 -1.363313 0.275 -0.077 0.048
H -1.889113 1.386904 0.321362 -0.003 -0.065 -0.056
H -0.853337 -0.950915 0.099600 -0.725 -0.146 -0.378
H -1.027056 -0.845224 -1.628475 0.239 0.327 0.016
H 1.138988 0.088626 -1.509990 0.127 -0.109 0.655
H 0.561871 1.413550 -0.519682 0.228 -0.395 0.416
H 2.554208 -1.172852 2.018306 -0.181 0.525 -0.295
H 3.174863 0.246792 1.286240 -0.310 0.248 -0.542
```
Forces are in eV/Å.

Löwdin population analysis, charges in e, atoms 1 to 6: -0.11, -0.28, -0.08, -0.43, 0.13, -0.01

No. 6
DFT (wB97M-V/def2-TZVPD) results for C4H9NO in the gas phase at a distorted geometry.

Output
total charge	0
SMILES string	CC(C)C(N)=O
gap between HOMO and LUMO	10.528	eV
energy relative to the best compared isomer or geometry (same formula, charge and spin)	12.26	kcal per mole
lowest unoccupied orbital energy	0.892	eV

XYZ file:
```
15
Properties=species:S:1:pos:R:3:forces:R:3
C 0.954135 -1.514451 -0.139240 0.037 -1.153 0.235
C 0.052594 -0.537389 0.638166 0.219 0.127 -1.466
C 0.825365 0.335609 1.636529 0.082 0.357 -0.356
C -0.677642 0.306159 -0.411168 -0.075 1.264 -0.109
N 0.112241 1.071447 -1.267807 0.455 -0.507 0.651
O -1.886003 0.386322 -0.477007 0.028 -0.542 -0.144
H 0.441306 -2.411630 -0.498376 -0.543 0.240 0.055
H 1.380585 -1.104963 -1.051485 0.343 0.321 0.269
H 1.719068 -1.963200 0.502501 0.198 0.455 -0.048
H -0.744275 -1.086823 1.127827 0.040 -0.031 0.189
H 0.277965 0.314420 2.571368 0.444 -0.005 0.392
H 0.910173 1.386460 1.350636 -0.377 0.017 -0.186
H 1.871789 0.033464 1.701812 -0.190 -0.382 0.500
H 1.093444 1.237553 -1.091408 -0.259 -0.337 -0.073
H -0.242852 1.402028 -2.143245 -0.402 0.176 0.089
```
Forces are in eV/Å.

Löwdin population analysis, charges in e, atoms 1 to 6: -0.07, -0.33, -0.05, -0.51, 0.14, 0.06

Repeat the fifth record exactly.
DFT (wB97M-V/def2-TZVPD) results for C4H9NO in the gas phase.

Output
total charge	0
SMILES string	CCCC(N)=O
gap between HOMO and LUMO	10.623	eV
energy relative to the best compared isomer or geometry (same formula, charge and spin)	28.06	kcal per mole
lowest unoccupied orbital energy	0.950	eV

XYZ file:
```
15
Properties=species:S:1:pos:R:3:forces:R:3
C -2.080362 0.680877 -0.493746 0.033 0.078 0.035
C -0.877106 -0.239525 -0.725628 0.037 -0.223 0.198
C 0.562411 0.313659 -0.595817 0.333 -0.269 0.642
C 1.187549 -0.480599 0.732851 -0.393 -0.390 -0.184
N 2.425642 -0.419491 1.344026 -0.015 0.206 -0.464
O 0.467537 -1.340046 1.218868 0.223 0.111 -0.015
H -2.931036 0.059315 -0.184602 0.133 0.180 -0.074
H -2.415059 1.258930 -1.363313 0.275 -0.077 0.048
H -1.889113 1.386904 0.321362 -0.003 -0.065 -0.056
H -0.853337 -0.950915 0.099600 -0.725 -0.146 -0.378
H -1.027056 -0.845224 -1.628475 0.239 0.327 0.016
H 1.138988 0.088626 -1.509990 0.127 -0.109 0.655
H 0.561871 1.413550 -0.519682 0.228 -0.395 0.416
H 2.554208 -1.172852 2.018306 -0.181 0.525 -0.295
H 3.174863 0.246792 1.286240 -0.310 0.248 -0.542
```
Forces are in eV/Å.

Löwdin population analysis, charges in e, atoms 1 to 6: -0.11, -0.28, -0.08, -0.43, 0.13, -0.01

- Which of these has the lowest lowest unoccupied orbital energy?
  number 3